Entry 1:
# B5F20Li

A molecular structure, B5F20Li at a distorted geometry (ωB97M-V with the def2-TZVPD basis set, the OMol25 dataset).

Properties
Charge ... -4
Energy relative to the best compared isomer or geometry (same formula, charge and spin) ... 49.1 kcal/mol
HOMO level ... 0.0246 hartree
Max |F| ... 4.2 eV Å⁻¹
Kohn-Sham gap ... 9.08 eV
Energy ... -57964.75721 eV

Last column: Mulliken charge in e.
Cartesian coordinates (Å):
Li (-12.623, 2.054, 11.409)  1.564
B (-10.457, 4.180, 12.123)  0.456
F (-9.239, 3.531, 12.461)  -0.455
F (-11.595, 3.446, 12.264)  -0.311
F (-10.569, 5.175, 13.042)  -0.403
F (-10.478, 4.787, 10.882)  -0.416
B (-15.182, 3.428, 10.350)  0.319
F (-15.894, 3.085, 11.459)  -0.440
F (-13.851, 3.479, 10.633)  -0.239
F (-15.424, 2.604, 9.358)  -0.365
F (-15.663, 4.662, 9.925)  -0.453
B (-11.199, 1.575, 9.239)  0.288
F (-11.023, 1.107, 10.488)  -0.274
F (-10.297, 1.106, 8.308)  -0.443
F (-12.475, 1.275, 8.786)  -0.389
F (-11.100, 2.908, 9.349)  -0.260
B (-14.416, -0.634, 11.580)  0.413
F (-15.752, -0.795, 11.334)  -0.420
F (-14.052, -0.939, 12.860)  -0.429
F (-13.761, -1.570, 10.852)  -0.423
F (-13.993, 0.645, 11.274)  -0.196
B (-10.917, 1.310, 13.995)  0.377
F (-9.815, 1.087, 13.197)  -0.411
F (-12.000, 1.241, 13.178)  -0.197
F (-11.080, 0.220, 14.870)  -0.478
F (-10.737, 2.412, 14.788)  -0.413


Entry 2:
# C3H8N

A gas-phase ion, C3H8N (charge +1) at a distorted geometry (ωB97M-V with the def2-TZVPD basis set, the OMol25 dataset).

Properties
Charge ... +1
Energy relative to the best compared isomer or geometry (same formula, charge and spin) ... 24.3 kcal/mol
HOMO level ... -0.5471 hartree
Max |F| ... 4.3 eV Å⁻¹
Kohn-Sham gap ... 10.88 eV
Energy ... -4722.37507 eV

Last column: Mulliken charge in e.
Cartesian coordinates (Å):
C (-1.963, -0.092, 0.000)  -1.029
C (-0.492, 0.258, 0.137)  -0.269
C (0.574, -0.481, -0.119)  0.064
N (1.912, 0.067, -0.013)  -0.391
H (-2.020, -0.442, -1.036)  0.318
H (-2.024, -1.011, 0.492)  0.347
H (-2.597, 0.825, 0.101)  0.310
H (-0.241, 1.305, 0.532)  0.130
H (0.663, -1.584, -0.225)  0.354
H (2.382, -0.398, 0.925)  0.425
H (1.769, 1.127, 0.151)  0.370
H (2.550, -0.118, -0.791)  0.370


Entry 3:
# C18H45ClF2FeO12P3

A molecular structure, C18H45ClF2FeO12P3 at a distorted geometry (ωB97M-V with the def2-TZVPD basis set, the OMol25 dataset).

Properties
Charge ... 0
Energy relative to the best compared isomer or geometry (same formula, charge and spin) ... 337.5 kcal/mol
HOMO level (spin up / spin down) ... -0.3400 / -0.3404 hartree
2S+1 ... 6
Max |F| ... 5.5 eV Å⁻¹
Kohn-Sham gap (spin up / spin down) ... 6.18 / 3.72 eV
Energy ... -124172.83481 eV

Last column: Mulliken charge in e.
Cartesian coordinates (Å):
Fe (-7.897, -24.045, 28.272)  1.346
F (-9.910, -25.982, 27.245)  -0.025
F (-9.286, -23.912, 30.838)  -0.673
Cl (-5.790, -23.680, 25.532)  -0.618
C (-1.948, -18.067, 28.539)  -1.233
C (-3.171, -19.052, 28.636)  -0.266
O (-3.651, -19.048, 29.956)  -0.067
P (-5.068, -19.333, 30.629)  0.537
O (-5.723, -20.525, 30.036)  -0.610
O (-4.682, -19.498, 32.237)  -0.308
C (-3.518, -18.766, 32.680)  -0.164
C (-2.267, -19.665, 32.660)  -1.266
O (-5.859, -17.803, 30.621)  -0.337
C (-6.704, -17.455, 31.721)  -0.153
C (-7.760, -18.483, 32.105)  -0.955
H (-1.081, -18.538, 29.003)  0.278
H (-1.685, -17.933, 27.489)  0.442
H (-2.041, -16.986, 28.637)  0.355
H (-3.917, -18.714, 27.917)  0.316
H (-2.794, -19.980, 28.205)  0.269
H (-3.329, -17.960, 31.972)  0.296
H (-3.750, -18.334, 33.654)  0.450
H (-1.406, -19.088, 32.998)  0.384
H (-2.433, -20.621, 33.158)  0.348
H (-1.873, -20.050, 31.719)  0.253
H (-6.067, -17.383, 32.603)  0.156
H (-7.127, -16.477, 31.492)  0.373
H (-8.545, -18.217, 31.397)  0.273
H (-7.456, -19.513, 31.918)  0.302
H (-8.141, -18.330, 33.114)  0.322
C (-10.746, -22.128, 23.401)  -1.281
C (-10.846, -20.573, 23.534)  -0.150
O (-11.416, -20.082, 24.760)  -0.248
P (-10.721, -19.878, 26.243)  0.647
O (-10.137, -21.145, 26.777)  -0.578
O (-9.641, -18.661, 26.032)  -0.228
C (-9.942, -17.406, 25.458)  -0.157
C (-9.974, -17.538, 23.928)  -1.053
O (-11.915, -19.234, 27.199)  -0.288
C (-13.062, -19.883, 27.452)  -0.264
C (-13.181, -20.421, 28.912)  -1.139
H (-9.848, -22.494, 23.898)  0.303
H (-11.560, -22.760, 23.754)  0.321
H (-10.545, -22.468, 22.385)  0.404
H (-9.847, -20.143, 23.451)  0.247
H (-11.459, -20.187, 22.720)  0.314
H (-10.881, -17.008, 25.843)  0.258
H (-9.150, -16.714, 25.747)  0.310
H (-10.852, -18.067, 23.556)  0.251
H (-10.128, -16.529, 23.546)  0.415
H (-9.135, -18.101, 23.520)  0.275
H (-13.936, -19.252, 27.291)  0.370
H (-13.235, -20.603, 26.652)  0.293
H (-14.231, -20.648, 29.099)  0.386
H (-12.697, -21.370, 29.145)  0.304
H (-13.052, -19.565, 29.573)  0.283
C (-6.810, -30.811, 30.132)  -1.072
C (-6.959, -29.465, 30.878)  -0.332
O (-5.734, -29.127, 31.535)  -0.297
P (-4.842, -27.921, 30.899)  0.799
O (-5.708, -26.847, 30.134)  -0.560
O (-3.776, -28.766, 30.013)  -0.350
C (-2.939, -28.000, 29.065)  -0.421
C (-1.858, -27.139, 29.741)  -0.884
O (-3.806, -27.462, 32.085)  -0.287
C (-4.348, -27.126, 33.277)  -0.326
C (-5.581, -26.238, 33.297)  -1.018
H (-7.797, -30.955, 29.693)  0.366
H (-5.972, -30.895, 29.440)  0.272
H (-6.670, -31.641, 30.824)  0.291
H (-7.354, -28.750, 30.156)  0.339
H (-7.551, -29.544, 31.789)  0.319
H (-2.568, -28.865, 28.515)  0.282
H (-3.688, -27.539, 28.421)  0.358
H (-1.173, -27.834, 30.227)  0.264
H (-1.297, -26.662, 28.937)  0.377
H (-2.169, -26.354, 30.430)  0.261
H (-4.499, -28.061, 33.818)  0.268
H (-3.582, -26.621, 33.865)  0.368
H (-6.084, -26.034, 34.242)  0.399
H (-5.274, -25.220, 33.057)  0.280
H (-6.507, -26.634, 32.880)  0.286


Entry 4:
# C14H12N3O5S

A gas-phase ion, C14H12N3O5S (charge +1) at a distorted geometry (ωB97M-V with the def2-TZVPD basis set, the OMol25 dataset).

Properties
Charge ... +1
HOMO level ... -0.4443 hartree
Max |F| ... 9.2 eV Å⁻¹
Kohn-Sham gap ... 6.94 eV
Energy ... -40237.59060 eV

Last column: Mulliken charge in e.
Cartesian coordinates (Å):
O (-0.525, 2.852, 3.029)  -0.436
C (-1.184, 1.780, 3.151)  0.788
N (-1.934, 0.676, 3.093)  -0.551
C (-2.447, 0.621, 1.695)  0.331
C (-3.860, 1.218, 1.365)  -0.338
C (-4.514, 1.224, -0.078)  -0.394
C (-3.685, 0.627, -1.278)  -0.698
C (-2.260, 0.033, -0.937)  0.562
C (-1.412, -0.559, -2.133)  -0.738
C (-0.016, -1.181, -1.806)  -0.080
N (0.583, -1.248, -0.441)  0.469
C (1.914, -1.929, -0.344)  -0.686
C (3.091, -1.054, 0.334)  -0.579
C (2.882, 0.543, 0.286)  -0.566
S (2.584, 1.250, -1.406)  1.175
O (1.152, 1.741, -1.469)  -0.528
O (3.468, 2.501, -1.511)  -0.643
O (3.041, 0.241, -2.668)  -0.459
C (-0.179, -0.700, 0.679)  -0.072
N (0.445, -0.802, 2.044)  -0.320
C (-0.129, -1.848, 2.653)  0.668
O (-0.799, -2.602, 3.408)  -0.399
C (-1.615, -0.016, 0.508)  0.356
H (-4.484, 1.693, 2.214)  0.371
H (-5.575, 1.650, -0.278)  0.338
H (-4.135, 0.617, -2.332)  0.330
H (-1.767, -0.549, -3.233)  0.343
H (0.583, -1.633, -2.694)  0.287
H (2.259, -2.216, -1.418)  0.341
H (1.734, -2.926, 0.236)  0.354
H (4.071, -1.323, -0.240)  0.366
H (3.257, -1.476, 1.408)  0.350
H (2.064, 0.936, 1.001)  0.218
H (3.879, 1.015, 0.666)  0.483
H (3.484, 0.860, -3.322)  0.358


Entry 5:
# C5H11NO

C5H11NO in the gas phase at a distorted geometry (ωB97M-V with the def2-TZVPD basis set, the OMol25 dataset).

Properties
Charge ... 0
Energy relative to the best compared isomer or geometry (same formula, charge and spin) ... 54.8 kcal/mol
HOMO level ... -0.3291 hartree
Max |F| ... 3.7 eV Å⁻¹
Kohn-Sham gap ... 9.90 eV
Energy ... -8899.32296 eV

Last column: Mulliken charge in e.
Cartesian coordinates (Å):
C (-0.215, -0.526, 2.680)  -0.670
C (0.772, -0.674, 1.788)  -0.227
C (0.483, -1.485, 0.532)  -0.810
C (-0.227, -0.545, -0.479)  -0.460
N (0.482, 0.680, -0.811)  -0.316
C (0.047, 1.309, -2.065)  -0.375
O (-0.769, 2.431, -1.932)  -0.515
H (-0.236, 0.032, 3.604)  0.294
H (-1.088, -1.102, 2.402)  0.234
H (1.803, -0.315, 1.853)  0.350
H (-0.216, -2.316, 0.728)  0.340
H (1.385, -1.949, 0.140)  0.385
H (-1.178, -0.304, 0.045)  0.215
H (-0.353, -1.156, -1.375)  0.376
H (0.338, 1.323, -0.039)  0.295
H (0.989, 1.862, -2.384)  0.257
H (-0.318, 0.562, -2.765)  0.335
H (-1.698, 2.172, -1.921)  0.292


Question: Which of these has the lowest charge?
Answer: B5F20Li


Copy entry 4 word for word.
# C14H12N3O5S

A gas-phase ion, C14H12N3O5S (charge +1) at a distorted geometry (ωB97M-V with the def2-TZVPD basis set, the OMol25 dataset).

Properties
Charge ... +1
HOMO level ... -0.4443 hartree
Max |F| ... 9.2 eV Å⁻¹
Kohn-Sham gap ... 6.94 eV
Energy ... -40237.59060 eV

Last column: Mulliken charge in e.
Cartesian coordinates (Å):
O (-0.525, 2.852, 3.029)  -0.436
C (-1.184, 1.780, 3.151)  0.788
N (-1.934, 0.676, 3.093)  -0.551
C (-2.447, 0.621, 1.695)  0.331
C (-3.860, 1.218, 1.365)  -0.338
C (-4.514, 1.224, -0.078)  -0.394
C (-3.685, 0.627, -1.278)  -0.698
C (-2.260, 0.033, -0.937)  0.562
C (-1.412, -0.559, -2.133)  -0.738
C (-0.016, -1.181, -1.806)  -0.080
N (0.583, -1.248, -0.441)  0.469
C (1.914, -1.929, -0.344)  -0.686
C (3.091, -1.054, 0.334)  -0.579
C (2.882, 0.543, 0.286)  -0.566
S (2.584, 1.250, -1.406)  1.175
O (1.152, 1.741, -1.469)  -0.528
O (3.468, 2.501, -1.511)  -0.643
O (3.041, 0.241, -2.668)  -0.459
C (-0.179, -0.700, 0.679)  -0.072
N (0.445, -0.802, 2.044)  -0.320
C (-0.129, -1.848, 2.653)  0.668
O (-0.799, -2.602, 3.408)  -0.399
C (-1.615, -0.016, 0.508)  0.356
H (-4.484, 1.693, 2.214)  0.371
H (-5.575, 1.650, -0.278)  0.338
H (-4.135, 0.617, -2.332)  0.330
H (-1.767, -0.549, -3.233)  0.343
H (0.583, -1.633, -2.694)  0.287
H (2.259, -2.216, -1.418)  0.341
H (1.734, -2.926, 0.236)  0.354
H (4.071, -1.323, -0.240)  0.366
H (3.257, -1.476, 1.408)  0.350
H (2.064, 0.936, 1.001)  0.218
H (3.879, 1.015, 0.666)  0.483
H (3.484, 0.860, -3.322)  0.358


Copy entry 4 word for word.
# C14H12N3O5S

A gas-phase ion, C14H12N3O5S (charge +1) at a distorted geometry (ωB97M-V with the def2-TZVPD basis set, the OMol25 dataset).

Properties
Charge ... +1
HOMO level ... -0.4443 hartree
Max |F| ... 9.2 eV Å⁻¹
Kohn-Sham gap ... 6.94 eV
Energy ... -40237.59060 eV

Last column: Mulliken charge in e.
Cartesian coordinates (Å):
O (-0.525, 2.852, 3.029)  -0.436
C (-1.184, 1.780, 3.151)  0.788
N (-1.934, 0.676, 3.093)  -0.551
C (-2.447, 0.621, 1.695)  0.331
C (-3.860, 1.218, 1.365)  -0.338
C (-4.514, 1.224, -0.078)  -0.394
C (-3.685, 0.627, -1.278)  -0.698
C (-2.260, 0.033, -0.937)  0.562
C (-1.412, -0.559, -2.133)  -0.738
C (-0.016, -1.181, -1.806)  -0.080
N (0.583, -1.248, -0.441)  0.469
C (1.914, -1.929, -0.344)  -0.686
C (3.091, -1.054, 0.334)  -0.579
C (2.882, 0.543, 0.286)  -0.566
S (2.584, 1.250, -1.406)  1.175
O (1.152, 1.741, -1.469)  -0.528
O (3.468, 2.501, -1.511)  -0.643
O (3.041, 0.241, -2.668)  -0.459
C (-0.179, -0.700, 0.679)  -0.072
N (0.445, -0.802, 2.044)  -0.320
C (-0.129, -1.848, 2.653)  0.668
O (-0.799, -2.602, 3.408)  -0.399
C (-1.615, -0.016, 0.508)  0.356
H (-4.484, 1.693, 2.214)  0.371
H (-5.575, 1.650, -0.278)  0.338
H (-4.135, 0.617, -2.332)  0.330
H (-1.767, -0.549, -3.233)  0.343
H (0.583, -1.633, -2.694)  0.287
H (2.259, -2.216, -1.418)  0.341
H (1.734, -2.926, 0.236)  0.354
H (4.071, -1.323, -0.240)  0.366
H (3.257, -1.476, 1.408)  0.350
H (2.064, 0.936, 1.001)  0.218
H (3.879, 1.015, 0.666)  0.483
H (3.484, 0.860, -3.322)  0.358


Question: What is the formula in the third record?
Answer: C18H45ClF2FeO12P3